Record 1
ORCA calculation (the ωB97M-V functional and the def2-TZVPD basis) on a cluster of 2 separate species, C24H33ClN4O5 in total at a distorted geometry.

```
67
Properties=species:S:1:pos:R:3
N 6.735 0.554 1.125
C 6.984 1.398 0.077
O 8.150 1.680 -0.122
C 5.882 1.968 -0.805
N 4.671 1.132 -0.766
C 4.519 -0.075 -1.453
C 3.262 -0.562 -1.207
C 2.601 0.390 -0.340
C 1.303 0.377 0.171
C 0.892 1.452 0.971
Cl -0.723 1.495 1.619
C 1.782 2.502 1.247
C 3.085 2.493 0.726
C 3.490 1.425 -0.081
C 2.705 -1.824 -1.806
C 3.551 -2.257 -3.015
C 5.066 -2.212 -2.694
C 5.904 -2.795 -3.845
O 5.591 -3.888 -4.284
O 6.955 -2.089 -4.322
C 5.501 -0.766 -2.360
H 5.772 0.393 1.409
H 7.507 0.359 1.756
H 6.248 2.037 -1.833
H 5.653 2.981 -0.469
H 0.623 -0.438 -0.049
H 1.448 3.329 1.867
H 3.760 3.314 0.942
H 1.672 -1.661 -2.127
H 2.703 -2.613 -1.047
H 3.343 -1.593 -3.861
H 3.252 -3.269 -3.309
H 5.249 -2.836 -1.814
H 7.330 -2.640 -5.027
H 5.580 -0.174 -3.279
H 6.489 -0.786 -1.889
C -8.446 -0.276 0.551
N -7.023 -0.107 0.261
C -6.252 0.842 0.810
O -6.712 1.664 1.594
C -4.757 0.850 0.411
C -3.839 -0.113 1.200
C -4.302 -1.583 1.243
C -3.099 -2.526 1.221
C -5.105 -1.887 2.510
N -4.148 2.191 0.314
C -3.885 3.125 1.234
C -3.964 2.859 2.727
O -3.510 4.225 0.856
H -9.027 0.474 0.012
H -8.623 -0.145 1.621
H -8.778 -1.273 0.256
H -6.592 -0.759 -0.374
H -4.748 0.472 -0.612
H -3.706 0.239 2.220
H -2.862 -0.075 0.716
H -4.909 -1.803 0.365
H -2.448 -2.323 2.073
H -3.439 -3.561 1.267
H -2.535 -2.385 0.298
H -5.475 -2.912 2.475
H -5.953 -1.211 2.600
H -4.472 -1.768 3.391
H -3.996 2.537 -0.620
H -4.842 2.276 2.980
H -4.020 3.817 3.242
H -3.066 2.337 3.045
```

Structure (SMILES) ... NC(=O)Cn1c2c(c3cc(Cl)ccc31)CC[C@@H](C(=O)O)C2.CNC(=O)[C@H](CC(C)C)NC(C)=O
Relative energy (zero: lowest compared OMol25 entry of this formula, charge and spin) ... 22.8 kcal/mol
Electronic energy ... -1989.84840 Eh

Per-atom Löwdin charges, elementary charge units: atom 1 (N): 0.167, atom 2 (C): -0.523, atom 3 (O): 0.039, atom 4 (C): -0.018, atom 5 (N): -0.009, atom 6 (C): -0.140, atom 7 (C): -0.113, atom 8 (C): -0.127, atom 9 (C): -0.031, atom 10 (C): -0.645, atom 11 (Cl): 0.722, atom 12 (C): -0.101, atom 13 (C): -0.002, atom 14 (C): -0.175, atom 15 (C): -0.128, atom 16 (C): -0.134, atom 17 (C): -0.195, atom 18 (C): -0.461, atom 19 (O): 0.090, atom 20 (O): 0.114, atom 21 (C): -0.070, atom 22 (H): 0.103, atom 23 (H): 0.119, atom 24 (H): 0.137, atom 25 (H): 0.132, atom 26 (H): 0.109, atom 27 (H): 0.104, atom 28 (H): 0.105, atom 29 (H): 0.118, atom 30 (H): 0.122, atom 31 (H): 0.133, atom 32 (H): 0.118, atom 33 (H): 0.164, atom 34 (H): 0.131, atom 35 (H): 0.132, atom 36 (H): 0.128, atom 37 (C): -0.052, atom 38 (N): 0.013, atom 39 (C): -0.457, atom 40 (O): 0.062, atom 41 (C): -0.191, atom 42 (C): -0.136, atom 43 (C): -0.428, atom 44 (C): -0.080, atom 45 (C): -0.068, atom 46 (N): 0.113, atom 47 (C): -0.559, atom 48 (C): -0.002, atom 49 (O): 0.028, atom 50 (H): 0.087, atom 51 (H): 0.087, atom 52 (H): 0.084, atom 53 (H): 0.122, atom 54 (H): 0.144, atom 55 (H): 0.106, atom 56 (H): 0.077, atom 57 (H): 0.114, atom 58 (H): 0.086, atom 59 (H): 0.078, atom 60 (H): 0.075, atom 61 (H): 0.079, atom 62 (H): 0.069, atom 63 (H): 0.086, atom 64 (H): 0.147, atom 65 (H): 0.063, atom 66 (H): 0.088, atom 67 (H): 0.047

Record 2
ORCA calculation (the ωB97M-V functional and the def2-TZVPD basis) on a structure of composition C24H33CrNO3 at a distorted geometry.

```
62
Properties=species:S:1:pos:R:3
Cr -0.019 0.183 0.041
C -1.816 0.919 2.109
C -2.092 1.590 0.891
C -0.944 2.335 0.538
C 0.057 2.093 1.524
C -0.518 1.265 2.522
C 0.122 0.810 3.797
C 1.357 2.840 1.623
C -0.855 3.388 -0.528
C -3.383 1.597 0.129
C -2.726 -0.004 2.866
H -0.012 -0.265 3.966
H -0.307 1.317 4.667
H 1.195 1.016 3.805
H 1.771 3.061 0.637
H 2.112 2.274 2.173
H 1.235 3.799 2.140
H -0.130 3.151 -1.310
H -0.571 4.352 -0.094
H -1.820 3.520 -1.018
H -3.207 1.487 -0.943
H -3.937 2.530 0.277
H -4.039 0.782 0.438
H -2.281 -0.995 3.009
H -3.675 -0.147 2.351
H -2.954 0.384 3.863
C -2.222 2.442 -6.120
O -1.687 1.145 -6.327
C -1.248 0.470 -5.244
C -0.747 -0.830 -5.524
C -0.292 -1.591 -4.498
C -0.283 -1.132 -3.150
C 0.200 -1.954 -2.097
C 0.618 -3.385 -2.337
O 0.337 -1.569 -0.909
C -0.771 0.190 -2.878
O -0.811 0.716 -1.714
C -1.264 0.963 -3.968
H -2.535 2.797 -7.098
H -1.467 3.116 -5.709
H -3.082 2.407 -5.448
H -0.742 -1.179 -6.546
H 0.093 -2.575 -4.725
H 0.097 -3.863 -3.160
H 0.437 -3.944 -1.422
H 1.691 -3.412 -2.543
H -1.632 1.949 -3.725
C 3.991 -2.513 2.127
C 2.742 -2.153 2.944
C 1.956 -3.423 3.308
C 3.120 -1.370 4.203
C 1.872 -1.323 2.096
N 1.195 -0.677 1.437
H 4.647 -3.129 2.742
H 4.535 -1.618 1.827
H 3.722 -3.072 1.231
H 2.603 -4.084 3.886
H 1.628 -3.948 2.411
H 1.079 -3.180 3.907
H 3.762 -1.996 4.823
H 2.236 -1.098 4.779
H 3.662 -0.458 3.953
```

2S+1 ... 5
Relative energy (zero: lowest compared OMol25 entry of this formula, charge and spin) ... 20.4 kcal/mol
Electronic energy ... -2259.28347 Eh

Per-atom Löwdin charges, elementary charge units: atom 1 (Cr): 0.856, atom 2 (C): -0.245, atom 3 (C): -0.262, atom 4 (C): -0.323, atom 5 (C): -0.321, atom 6 (C): -0.291, atom 7 (C): -0.062, atom 8 (C): -0.050, atom 9 (C): -0.044, atom 10 (C): -0.044, atom 11 (C): -0.045, atom 12 (H): 0.063, atom 13 (H): 0.083, atom 14 (H): 0.057, atom 15 (H): 0.074, atom 16 (H): 0.060, atom 17 (H): 0.082, atom 18 (H): 0.071, atom 19 (H): 0.080, atom 20 (H): 0.073, atom 21 (H): 0.066, atom 22 (H): 0.080, atom 23 (H): 0.064, atom 24 (H): 0.070, atom 25 (H): 0.061, atom 26 (H): 0.078, atom 27 (C): -0.073, atom 28 (O): -0.068, atom 29 (C): -0.278, atom 30 (C): -0.013, atom 31 (C): -0.030, atom 32 (C): -0.097, atom 33 (C): -0.347, atom 34 (C): 0.000, atom 35 (O): -0.092, atom 36 (C): -0.303, atom 37 (O): -0.128, atom 38 (C): 0.062, atom 39 (H): 0.091, atom 40 (H): 0.097, atom 41 (H): 0.097, atom 42 (H): 0.115, atom 43 (H): 0.104, atom 44 (H): 0.072, atom 45 (H): 0.086, atom 46 (H): 0.099, atom 47 (H): 0.112, atom 48 (C): -0.034, atom 49 (C): -0.573, atom 50 (C): -0.030, atom 51 (C): -0.036, atom 52 (C): -0.066, atom 53 (N): 0.183, atom 54 (H): 0.092, atom 55 (H): 0.093, atom 56 (H): 0.091, atom 57 (H): 0.093, atom 58 (H): 0.092, atom 59 (H): 0.092, atom 60 (H): 0.093, atom 61 (H): 0.081, atom 62 (H): 0.094

Record 3
ORCA calculation (the ωB97M-V functional and the def2-TZVPD basis) on a structure of composition C24H33GeN8O2PScSe.

```
71
Properties=species:S:1:pos:R:3
Sc -0.615 0.359 -0.258
Se -2.385 8.135 -0.123
N -0.893 7.214 0.239
C -1.178 5.951 0.085
C -0.212 4.875 0.310
C 1.085 5.108 0.766
C 1.915 4.030 1.000
C 1.427 2.744 0.789
N 0.189 2.507 0.355
C -0.611 3.554 0.108
C -1.981 3.242 -0.363
N -2.256 1.944 -0.563
C -3.498 1.598 -0.905
C -4.505 2.547 -1.088
C -4.222 3.880 -0.892
C -2.929 4.250 -0.508
C -2.529 5.640 -0.294
N -3.335 6.653 -0.443
H 1.407 6.126 0.937
H 2.925 4.165 1.362
H 2.033 1.867 0.982
H -3.659 0.531 -1.005
H -5.493 2.214 -1.372
H -4.973 4.648 -1.020
N 3.691 0.470 -3.922
C 2.555 1.076 -3.251
C 1.625 -0.002 -2.723
O 1.909 -1.216 -3.080
O 0.656 0.263 -2.023
H 4.547 0.529 -3.389
H 3.858 0.849 -4.842
H 2.700 -1.134 -3.671
H 1.956 1.673 -3.942
H 2.810 1.732 -2.415
C -2.309 -4.323 0.317
Ge -2.326 -2.672 -0.759
C -4.157 -2.458 -1.442
C -1.170 -3.007 -2.326
C -1.762 -1.143 0.252
H -2.162 -5.211 -0.296
H -3.251 -4.440 0.856
H -1.511 -4.287 1.061
H -4.521 -3.368 -1.918
H -4.199 -1.662 -2.189
H -4.844 -2.200 -0.635
H -0.654 -3.962 -2.222
H -0.406 -2.239 -2.448
H -1.753 -3.048 -3.247
H -2.277 -1.179 1.227
C 1.451 -3.901 2.590
N 1.299 -2.741 3.466
C 2.624 -2.215 3.779
N 3.428 -1.882 2.600
C 3.506 -3.068 1.747
N 2.208 -3.621 1.371
C 1.473 -2.725 0.482
P 1.124 -1.091 1.269
C 0.438 -1.726 2.861
C 2.842 -0.752 1.873
H 0.464 -4.281 2.321
H 1.983 -4.676 3.145
H 3.165 -2.976 4.346
H 2.523 -1.327 4.406
H 4.053 -3.837 2.297
H 4.072 -2.828 0.844
H 0.510 -3.167 0.214
H 2.036 -2.587 -0.445
H -0.546 -2.146 2.641
H 0.301 -0.901 3.565
H 2.840 0.123 2.532
H 3.491 -0.504 1.025
```

Total charge ... +1
Relative energy (zero: lowest compared OMol25 entry of this formula, charge and spin) ... 68.4 kcal/mol
Electronic energy ... -7103.13738 Eh

Per-atom Löwdin charges, elementary charge units: atom 1 (Sc): 0.713, atom 2 (Se): 1.168, atom 3 (N): -0.213, atom 4 (C): -0.340, atom 5 (C): -0.072, atom 6 (C): 0.033, atom 7 (C): -0.015, atom 8 (C): -0.099, atom 9 (N): 0.043, atom 10 (C): -0.129, atom 11 (C): -0.132, atom 12 (N): 0.034, atom 13 (C): -0.068, atom 14 (C): -0.003, atom 15 (C): 0.035, atom 16 (C): -0.074, atom 17 (C): -0.338, atom 18 (N): -0.211, atom 19 (H): 0.128, atom 20 (H): 0.117, atom 21 (H): 0.088, atom 22 (H): 0.095, atom 23 (H): 0.121, atom 24 (H): 0.127, atom 25 (N): 0.025, atom 26 (C): -0.133, atom 27 (C): -0.480, atom 28 (O): 0.170, atom 29 (O): -0.021, atom 30 (H): 0.101, atom 31 (H): 0.099, atom 32 (H): 0.127, atom 33 (H): 0.146, atom 34 (H): 0.133, atom 35 (C): -0.219, atom 36 (Ge): 0.662, atom 37 (C): -0.243, atom 38 (C): -0.217, atom 39 (C): -0.475, atom 40 (H): 0.019, atom 41 (H): 0.018, atom 42 (H): -0.017, atom 43 (H): 0.018, atom 44 (H): 0.004, atom 45 (H): 0.015, atom 46 (H): 0.019, atom 47 (H): -0.025, atom 48 (H): 0.018, atom 49 (H): -0.049, atom 50 (C): -0.175, atom 51 (N): -0.144, atom 52 (C): -0.187, atom 53 (N): -0.150, atom 54 (C): -0.190, atom 55 (N): -0.140, atom 56 (C): -0.300, atom 57 (P): 0.964, atom 58 (C): -0.304, atom 59 (C): -0.342, atom 60 (H): 0.119, atom 61 (H): 0.132, atom 62 (H): 0.130, atom 63 (H): 0.128, atom 64 (H): 0.130, atom 65 (H): 0.126, atom 66 (H): 0.068, atom 67 (H): 0.090, atom 68 (H): 0.079, atom 69 (H): 0.097, atom 70 (H): 0.082, atom 71 (H): 0.084

Record 4
ORCA calculation (the ωB97M-V functional and the def2-TZVPD basis) on a structure of composition C24H33LaN3P2Se at a distorted geometry.

```
64
Properties=species:S:1:pos:R:3
C -2.325 -3.330 3.189
C -2.380 -2.831 1.889
C -3.225 -1.734 1.631
C -3.975 -1.087 2.683
C -3.881 -1.647 3.988
C -3.070 -2.759 4.218
C -4.723 0.051 2.364
C -4.736 0.567 1.065
C -3.985 -0.126 0.043
C -3.911 0.354 -1.279
C -4.601 1.523 -1.599
C -5.351 2.205 -0.642
C -5.427 1.749 0.675
H -1.670 -4.183 3.395
H -4.448 -1.184 4.805
H -3.013 -3.175 5.227
H -5.305 0.548 3.146
H -4.541 1.903 -2.622
H -5.886 3.116 -0.920
H -6.009 2.295 1.428
N -3.272 -1.253 0.349
La 0.117 0.151 -0.027
C -1.502 -3.374 0.762
H -2.058 -3.313 -0.189
H -1.185 -4.385 0.959
C -3.030 -0.391 -2.280
H -3.111 -1.471 -2.088
H -3.298 -0.157 -3.297
P 0.059 -2.491 0.539
P -1.268 0.017 -2.198
C -1.178 1.681 -2.882
H -0.130 2.015 -2.989
H -1.653 1.653 -3.866
H -1.692 2.402 -2.239
C -0.532 -1.050 -3.426
H -1.040 -0.845 -4.376
H 0.542 -0.866 -3.542
H -0.677 -2.104 -3.161
C 0.935 -2.706 2.095
H 0.967 -3.780 2.299
H 1.961 -2.308 2.022
H 0.431 -2.182 2.917
C 0.958 -3.429 -0.667
H 1.957 -3.007 -0.860
H 1.071 -4.442 -0.267
H 0.416 -3.471 -1.620
H -1.366 0.158 0.953
H 0.938 0.055 1.454
C 2.735 4.302 -0.082
N 3.450 3.049 0.305
C 4.467 2.889 1.270
C 4.843 1.627 1.277
N 4.071 0.924 0.304
C 4.199 -0.519 -0.025
C 3.183 1.818 -0.300
Se 2.054 1.508 -1.633
H 3.131 5.120 0.534
H 1.673 4.192 0.105
H 2.916 4.521 -1.125
H 4.788 3.699 1.813
H 5.551 1.129 1.824
H 5.220 -0.714 -0.364
H 3.998 -1.106 0.880
H 3.499 -0.808 -0.807
```

Total charge ... +1
Electronic energy ... -4213.90089 Eh

Per-atom Löwdin charges, elementary charge units: atom 1 (C): -0.039, atom 2 (C): -0.209, atom 3 (C): -0.198, atom 4 (C): -0.135, atom 5 (C): -0.010, atom 6 (C): -0.065, atom 7 (C): 0.064, atom 8 (C): -0.138, atom 9 (C): -0.203, atom 10 (C): -0.210, atom 11 (C): -0.039, atom 12 (C): -0.070, atom 13 (C): -0.013, atom 14 (H): 0.121, atom 15 (H): 0.120, atom 16 (H): 0.112, atom 17 (H): 0.134, atom 18 (H): 0.119, atom 19 (H): 0.111, atom 20 (H): 0.120, atom 21 (N): 0.121, atom 22 (La): 0.901, atom 23 (C): -0.283, atom 24 (H): 0.092, atom 25 (H): 0.086, atom 26 (C): -0.292, atom 27 (H): 0.093, atom 28 (H): 0.083, atom 29 (P): 0.665, atom 30 (P): 0.611, atom 31 (C): -0.273, atom 32 (H): -0.023, atom 33 (H): 0.062, atom 34 (H): 0.058, atom 35 (C): -0.264, atom 36 (H): 0.059, atom 37 (H): 0.046, atom 38 (H): 0.042, atom 39 (C): -0.289, atom 40 (H): 0.051, atom 41 (H): 0.030, atom 42 (H): 0.051, atom 43 (C): -0.267, atom 44 (H): 0.047, atom 45 (H): 0.059, atom 46 (H): 0.041, atom 47 (H): -0.196, atom 48 (H): -0.259, atom 49 (C): -0.013, atom 50 (N): -0.098, atom 51 (C): -0.022, atom 52 (C): -0.014, atom 53 (N): -0.095, atom 54 (C): -0.021, atom 55 (C): -0.738, atom 56 (Se): 0.667, atom 57 (H): 0.100, atom 58 (H): 0.082, atom 59 (H): 0.083, atom 60 (H): 0.107, atom 61 (H): 0.105, atom 62 (H): 0.102, atom 63 (H): 0.090, atom 64 (H): 0.042